[1]
{
  "formula": "C25H26Cl3NO4Re",
  "method": "the ωB97M-V functional and the def2-TZVPD basis",
  "homo_lumo_gap_ev": [7.72, 7.52],
  "spin_multiplicity": 2,
  "e_homo_ha": [-0.297, -0.286],
  "de_lowest_ev": 0.000,
  "lumo_ev": [-0.4, -0.3],
  "s_squared": 0.7871,
  "total_charge": 0,
  "species": ["Re", "C", "C", "C", "C", "C", "C", "H", "H", "H", "H", "H", "H", "O", "O", "Cl", "C", "C", "C", "C", "C", "H", "H", "H", "H", "H", "H", "H", "H", "H", "H", "Cl", "C", "C", "C", "C", "C", "Cl", "C", "N", "C", "C", "C", "C", "C", "C", "C", "C", "O", "O", "H", "H", "H", "H", "H", "H", "H", "H", "H", "H"],
  "coordinates": [[1.6887, 1.3564, 0.0361], [0.4698, 4.0694, 2.4201], [0.4348, 4.1644, 1.0473], [1.5999, 3.9661, 0.2878], [2.7975, 3.6799, 0.9468], [2.8309, 3.5980, 2.3434], [1.6758, 3.7855, 3.0704], [-0.4345, 4.2136, 2.9963], [-0.4942, 4.4024, 0.5443], [1.5812, 4.1347, -0.7810], [3.7108, 3.5803, 0.3783], [3.7628, 3.3776, 2.8456], [1.6985, 3.7118, 4.1500], [1.6568, -0.5937, 0.0153], [2.3177, 0.6870, 1.6494], [3.3791, 1.5938, -1.4448], [2.1896, -1.5239, 3.6079], [1.4645, -1.5674, 2.2620], [0.0298, -1.0707, 2.4142], [1.4611, -2.9909, 1.7056], [2.2441, -0.7128, 1.2744], [1.6642, -2.1412, 4.3391], [2.2385, -0.5039, 3.9929], [3.2098, -1.9056, 3.5205], [-0.5102, -1.7290, 3.0981], [-0.4905, -1.0767, 1.4539], [-0.0048, -0.0559, 2.8140], [0.9425, -3.6607, 2.3954], [2.4782, -3.3678, 1.5696], [0.9531, -3.0284, 0.7412], [3.2787, -1.0777, 1.2032], [-3.0583, -2.7954, 0.5290], [-1.7191, -3.1315, -0.5294], [-1.2195, -4.4211, -0.5849], [-0.1525, -4.6938, -1.4235], [0.4137, -3.6805, -2.1813], [-0.0905, -2.3949, -2.1043], [0.6502, -1.1497, -3.0393], [-1.1810, -2.0870, -1.2844], [-1.6966, -0.7895, -1.1927], [-2.3270, -0.1434, -2.2658], [-2.6751, -0.8243, -3.4268], [-3.2970, -0.1530, -4.4688], [-3.5997, 1.1948, -4.3561], [-3.2566, 1.8698, -3.1934], [-2.6133, 1.2221, -2.1500], [-2.1971, 1.9649, -0.9036], [-0.7290, 1.8090, -0.6326], [0.1636, 2.0620, -1.4694], [-0.3318, 1.4039, 0.5217], [-1.6686, -5.1918, 0.0252], [0.2474, -5.6972, -1.4777], [1.2592, -3.8721, -2.8266], [-2.0322, -0.5460, -0.2742], [-2.4533, -1.8808, -3.5121], [-3.5549, -0.6942, -5.3700], [-4.0906, 1.7184, -5.1650], [-3.4743, 2.9274, -3.0977], [-2.7367, 1.6296, -0.0148], [-2.4035, 3.0298, -1.0287]],
  "mulliken_charge": [1.098, -0.543, -0.107, -0.659, -0.294, -0.452, -0.389, 0.396, 0.499, 0.364, 0.497, 0.412, 0.402, -0.202, -0.373, -0.419, -2.061, 2.565, -1.309, -1.559, -0.546, 0.467, 0.284, 0.420, 0.536, -0.075, 0.336, 0.451, 0.435, 0.046, 0.404, -0.207, 0.800, -0.483, -0.625, -0.712, 1.259, -0.149, -1.904, 0.220, 0.572, -0.818, -0.764, -0.759, -0.810, 0.752, -1.004, 1.046, -0.807, -0.526, 0.449, 0.380, 0.438, 0.613, 0.422, 0.398, 0.385, 0.345, 0.341, 0.521]
}

---

[2]
{
  "formula": "C35H47BaCl2N5O2SSi",
  "method": "the ωB97M-V functional and the def2-TZVPD basis",
  "homo_lumo_gap_ev": 6.50,
  "e_homo_ha": -0.235,
  "de_lowest_ev": 1.880,
  "lumo_ev": 0.1,
  "total_charge": 0,
  "species": ["Ba", "C", "C", "N", "C", "C", "S", "C", "C", "N", "H", "H", "H", "H", "H", "H", "H", "H", "H", "H", "H", "H", "H", "H", "Cl", "C", "C", "C", "Cl", "C", "O", "C", "C", "O", "C", "H", "H", "H", "C", "Si", "C", "N", "C", "C", "C", "C", "C", "C", "C", "C", "C", "C", "C", "C", "C", "C", "C", "C", "C", "H", "H", "H", "H", "H", "H", "H", "H", "H", "H", "H", "H", "H", "H", "H", "H", "H", "H", "H", "H", "H", "H", "H", "H", "C", "N", "C", "C", "N", "H", "H", "H", "H", "H", "H"],
  "coordinates": [[-0.8931, -1.4341, -0.2415], [0.9269, -0.2265, -3.7221], [2.0578, -0.6751, -2.7658], [1.6338, -1.7288, -1.8640], [1.9322, -3.0806, -2.2887], [1.1275, -3.5474, -3.4980], [-0.6926, -3.5083, -3.2807], [-1.1977, -2.2753, -4.5264], [-1.4259, -0.8621, -3.9969], [-0.3809, -0.3875, -3.1103], [1.1290, 0.8129, -4.0157], [0.9642, -0.8251, -4.6331], [2.9275, -0.9793, -3.3692], [2.3607, 0.1800, -2.1604], [2.0701, -1.5753, -0.9627], [3.0004, -3.1986, -2.5503], [1.7113, -3.7445, -1.4479], [1.3702, -2.9579, -4.3781], [1.3808, -4.5910, -3.6933], [-0.4471, -2.3085, -5.3150], [-2.1342, -2.6513, -4.9377], [-1.5533, -0.1996, -4.8720], [-2.3485, -0.8594, -3.4197], [-0.7010, 0.4871, -2.7126], [-7.2708, -5.0121, 2.3762], [-5.9323, -4.0132, 1.9110], [-5.2148, -3.3356, 2.9032], [-4.1473, -2.5644, 2.5353], [-3.2348, -1.7066, 3.7130], [-3.6918, -2.4253, 1.1820], [-2.6764, -1.7402, 0.8980], [-4.4790, -3.1242, 0.2052], [-4.1449, -3.0398, -1.1846], [-3.2038, -2.4526, -1.6938], [-5.5848, -3.8983, 0.5923], [-5.5074, -3.4268, 3.9375], [-4.8590, -3.5750, -1.8450], [-6.1562, -4.4108, -0.1677], [1.2578, -1.9239, 1.4707], [2.1466, -0.3834, 2.0228], [0.8848, 1.0687, 2.1758], [0.0843, 1.2868, 0.9701], [0.7900, 2.0728, -0.0499], [0.1606, 3.4449, -0.3118], [-0.1561, 4.1291, 1.0108], [-1.1926, 3.2985, 1.7798], [-1.2292, 1.8532, 1.2524], [3.5985, 0.1480, 0.8998], [4.1239, 1.4379, 0.8956], [5.1732, 1.7908, 0.0644], [5.7254, 0.8531, -0.7920], [5.2485, -0.4458, -0.7786], [4.2078, -0.7834, 0.0686], [2.9440, -0.5719, 3.7486], [2.1537, -0.6623, 4.8916], [2.7064, -0.9151, 6.1340], [4.0755, -1.0895, 6.2589], [4.8821, -1.0034, 5.1364], [4.3172, -0.7504, 3.8996], [0.8172, -2.3943, 2.3471], [1.9402, -2.6610, 1.0528], [1.3650, 1.9954, 2.5143], [0.2020, 0.7767, 2.9746], [0.8045, 1.5057, -0.9874], [1.8293, 2.2110, 0.2563], [-0.7637, 3.3315, -0.8794], [0.8502, 4.0456, -0.9066], [-0.5279, 5.1406, 0.8356], [0.7620, 4.2203, 1.5938], [-2.1877, 3.7357, 1.6670], [-0.9539, 3.3029, 2.8438], [-1.8080, 1.8169, 0.3274], [-1.7251, 1.2058, 1.9763], [3.7258, 2.1815, 1.5716], [5.5671, 2.7984, 0.0842], [6.5317, 1.1277, -1.4548], [5.6889, -1.1966, -1.4222], [3.8813, -1.8114, 0.1094], [1.0836, -0.5405, 4.8061], [2.0723, -0.9836, 7.0084], [4.5112, -1.2950, 7.2258], [5.9523, -1.1390, 5.2260], [4.9539, -0.6922, 3.0280], [-5.0635, 3.9542, -1.2063], [-3.7124, 3.8772, -1.7144], [-3.2102, 5.0499, -2.3966], [-3.1432, 2.7175, -1.9000], [-2.5838, 1.7175, -2.0133], [-5.1185, 4.7522, -0.4605], [-5.3396, 3.0095, -0.7397], [-5.7725, 4.1732, -2.0135], [-3.2354, 5.8977, -1.7091], [-3.8308, 5.2882, -3.2687], [-2.1829, 4.8828, -2.7197]],
  "mulliken_charge": [1.356, -1.506, -0.311, 0.730, -0.963, -0.730, -0.052, -0.928, -0.717, 0.907, 0.316, 0.504, 0.358, 0.145, -0.668, 0.404, 0.398, 0.292, 0.548, 0.466, 0.474, 0.383, 0.321, -0.279, -0.241, 0.345, -0.736, 0.468, -0.198, -0.540, -0.361, 1.080, -0.552, -0.337, -1.041, 0.478, 0.267, 0.398, -1.441, 0.783, -0.932, 0.363, 1.007, -0.385, -0.808, -0.743, -0.328, 1.066, -0.447, -0.697, -0.581, -0.675, -0.710, 0.501, -0.491, -0.729, -0.374, -0.750, -0.181, 0.297, 0.087, 0.110, 0.780, -1.230, -0.221, -0.143, 0.589, 0.480, 0.291, 0.441, 0.312, -0.110, 0.560, 0.420, 0.405, 0.400, 0.427, 0.483, 0.284, 0.391, 0.374, 0.390, 0.289, -0.942, 0.151, -0.974, 0.265, -0.464, 0.307, 0.325, 0.320, 0.336, 0.345, 0.297]
}